(1)
The molecule C23H24N4O6S in a non-equilibrium geometry. Source: OMol25; level of theory: wB97M-V/def2-TZVPD.

Each line ends with the Löwdin charge.
Element x y z (Å)
1 S -0.717 -1.422 -2.438  0.70
2 O 2.599 2.446 1.537  0.09
3 O -3.138 1.846 -0.655  -0.02
4 O -1.392 -2.385 -3.250  -0.27
5 O -1.057 -0.040 -2.632  -0.29
6 O -0.348 -1.000 4.456  0.09
7 O -2.081 3.861 -2.380  -0.02
8 N 0.473 2.587 2.395  -0.01
9 N 0.951 -1.467 -2.741  -0.02
10 N 1.188 -3.554 -1.804  0.10
11 N 0.379 -0.362 2.392  0.16
12 C 3.428 -4.158 -2.465  -0.15
13 C -3.467 1.912 -2.032  -0.14
14 C 0.333 3.883 0.345  -0.01
15 C 1.798 2.265 2.425  -0.47
16 C -0.200 2.256 3.637  -0.07
17 C -0.209 2.937 1.206  -0.20
18 C -0.300 4.165 -0.850  0.02
19 C -0.224 -1.281 1.533  -0.19
20 C 1.638 -2.625 -2.538  -0.42
21 C -1.446 -2.993 -0.301  -0.06
22 C 0.199 -0.200 3.734  -0.43
23 C -0.186 -0.991 0.169  0.00
24 C 2.999 -2.861 -3.160  -0.10
25 C -3.394 3.360 -2.511  -0.14
26 C 0.686 1.158 4.251  -0.18
27 C 2.072 1.572 3.757  -0.03
28 C -0.873 -2.433 1.971  0.01
29 C -0.794 -1.850 -0.716  -0.30
30 C -2.007 2.544 -0.350  -0.20
31 C 2.133 -4.644 -1.764  -0.20
32 C -1.475 3.517 -1.206  -0.20
33 C -1.479 -3.277 1.054  -0.05
34 C -1.371 2.264 0.850  0.06
35 H 3.805 -4.899 -3.165  0.10
36 H 3.673 -2.026 -2.974  0.11
37 H 0.870 0.370 1.897  0.12
38 H -1.805 1.494 1.468  0.12
39 H -0.224 3.140 4.286  0.14
40 H 2.887 -2.984 -4.239  0.12
41 H -2.762 1.294 -2.601  0.10
42 H 0.609 1.133 5.338  0.15
43 H -1.898 -3.633 -1.040  0.11
44 H 1.250 4.384 0.606  0.11
45 H 2.300 -4.927 -0.722  0.11
46 H 2.765 0.742 3.623  0.13
47 H 2.532 2.288 4.441  0.13
48 H 4.202 -3.959 -1.725  0.10
49 H -0.906 -2.650 3.026  0.10
50 H -4.478 1.515 -2.125  0.14
51 H -1.226 1.929 3.468  0.13
52 H 1.315 -0.791 -3.392  0.13
53 H -1.979 -4.166 1.406  0.11
54 H 0.295 -0.100 -0.205  0.13
55 H 0.103 4.900 -1.528  0.12
56 H -4.083 3.977 -1.915  0.14
57 H 1.688 -5.502 -2.276  0.11
58 H -3.652 3.441 -3.568  0.13

Results
Energy relative to the best compared isomer or geometry (same formula, charge and spin) (kJ/mol): 130.4
HOMO level (eV): -8.080
Gap between HOMO and LUMO (eV): 8.645
Net charge: 0
SMILES: O=C(Nc1cccc(S(=O)(=O)NC2=NCCC2)c1)[C@H]1CC(=O)N(c2ccc3c(c2)OCCO3)C1

(2)
A cluster of 13 separate species, C23H25B2Cl48N2O3S in total in a non-equilibrium geometry. Source: OMol25; level of theory: wB97M-V/def2-TZVPD.

Each line ends with the Löwdin charge.
Element x y z (Å)
1 Cl 3.287 -6.085 -4.095  0.45
2 Cl 3.909 -4.835 6.236  0.50
3 Cl 9.115 -7.054 -4.130  0.50
4 Cl 2.930 2.893 1.841  0.50
5 Cl -3.310 6.427 6.586  0.52
6 Cl -4.766 4.894 4.588  0.50
7 Cl -6.659 5.425 -4.084  0.48
8 Cl -2.025 -1.955 6.040  0.54
9 Cl 0.047 -0.812 4.348  0.55
10 Cl -4.540 3.892 7.310  0.51
11 Cl 4.214 -7.864 -1.988  0.52
12 Cl -7.669 10.928 -6.059  0.50
13 Cl 0.729 -5.087 -5.349  0.50
14 Cl 6.481 -2.528 10.124  0.49
15 Cl 0.755 -2.726 6.421  0.52
16 Cl -1.090 -7.297 -4.825  0.54
17 Cl 5.550 -1.891 12.806  0.51
18 Cl 10.681 -5.035 -5.520  0.52
19 Cl -3.201 -6.797 3.417  0.52
20 Cl -6.768 5.607 -6.986  0.52
21 Cl -6.207 6.209 6.746  0.52
22 Cl -0.800 -5.836 2.082  0.46
23 Cl -5.093 7.445 -5.475  0.49
24 Cl -7.990 7.681 -5.352  0.50
25 Cl -0.690 -3.612 4.056  0.49
26 Cl -6.766 9.116 -8.149  0.49
27 Cl -3.855 6.275 -2.042  0.50
28 Cl -0.721 -8.306 3.618  0.52
29 Cl 5.513 -5.576 8.547  0.50
30 Cl 5.450 3.428 3.192  0.53
31 Cl -1.730 -4.626 -3.863  0.56
32 Cl 2.978 -4.197 8.918  0.49
33 Cl 5.584 -4.655 11.896  0.49
34 Cl 5.581 -7.814 -4.556  0.51
35 Cl 9.006 -6.873 -7.031  0.51
36 Cl -4.139 5.234 0.660  0.53
37 Cl 0.445 -6.128 -2.647  0.50
38 Cl 8.085 -3.270 12.436  0.52
39 Cl -5.674 4.065 -1.517  0.50
40 Cl 3.012 -6.961 8.008  0.52
41 Cl -2.164 -8.209 1.093  0.52
42 Cl 3.857 1.113 3.947  0.52
43 Cl -4.831 10.691 -6.653  0.50
44 Cl 7.784 -4.799 -5.397  0.48
45 Cl -6.610 11.994 -8.551  0.53
46 Cl 5.807 -5.550 -2.743  0.49
47 Cl 5.224 1.163 1.379  0.51
48 Cl -6.314 6.736 -0.556  0.55
49 S -0.582 2.793 1.934  0.77
50 O -0.843 -1.082 0.975  0.02
51 O -2.393 1.258 -3.839  -0.03
52 O -0.186 -2.326 -2.762  -0.02
53 N -0.491 0.322 -2.518  0.16
54 N -2.592 2.367 -0.922  0.06
55 C 4.365 2.149 2.590  -2.01
56 C -0.412 -5.784 -4.171  -1.97
57 C -6.469 10.682 -7.353  -2.00
58 C 6.425 -3.086 11.816  -2.01
59 C 9.146 -5.940 -5.520  -2.01
60 C -1.721 -7.287 2.552  -2.00
61 C 0.495 -0.819 -4.859  -0.15
62 C -4.705 5.355 6.307  -2.01
63 C 1.955 -0.081 -4.970  -0.12
64 C -2.529 1.734 3.905  -0.16
65 C -4.996 5.577 -0.864  -1.99
66 C 4.722 -6.828 -3.345  -1.98
67 C -2.228 1.971 2.285  -0.54
68 C -0.490 0.633 -1.181  0.17
69 C -1.014 1.475 -3.373  -0.26
70 C 1.690 -0.580 0.234  -0.15
71 C -0.669 2.762 -2.402  -0.05
72 C 3.853 -5.392 7.927  -2.00
73 C -1.098 2.132 -0.914  -0.38
74 C -6.628 6.539 -5.474  -1.98
75 C -0.478 -2.276 5.216  -1.97
76 C -0.342 3.164 0.113  -0.42
77 C 2.107 -2.131 -0.230  -0.10
78 B 0.049 -0.346 0.041  -0.29
79 B -0.081 -0.921 -3.287  -0.32
80 H -2.912 2.834 -1.824  0.07
81 H 0.522 2.742 -2.418  0.15
82 H -0.270 -0.186 -5.518  0.11
83 H 0.809 3.196 -0.103  0.07
84 H -1.068 3.827 -2.682  0.15
85 H 3.066 -2.477 0.390  0.10
86 H -0.447 1.759 -4.358  0.17
87 H -3.103 2.687 4.311  0.03
88 H 2.253 0.139 -0.535  0.11
89 H 2.224 0.346 -3.914  0.07
90 H -2.750 3.131 -0.199  0.02
91 H -1.176 -2.425 -2.529  0.10
92 H 2.447 -2.122 -1.372  0.09
93 H -3.324 0.847 3.952  0.10
94 H 2.717 -0.891 -5.373  0.10
95 H -3.167 2.594 1.891  0.07
96 H 0.478 -1.910 -5.341  0.11
97 H -2.353 0.895 1.786  0.08
98 H -0.751 4.260 -0.105  0.11
99 H -1.568 1.473 4.523  0.04
100 H -2.614 1.838 -4.629  0.14
101 H 1.984 0.806 -5.745  0.09
102 H 1.221 -2.894 -0.114  0.09
103 H -0.547 -0.983 1.928  0.04
104 H 2.058 -0.359 1.338  0.11

Results
HOMO level (eV): -11.407
Gap between HOMO and LUMO (eV): 6.505
Net charge: +1

(3)
A structure of composition C23H25BF6IrN5O8S4. Source: OMol25; level of theory: wB97M-V/def2-TZVPD.

Each line ends with the Löwdin charge.
Element x y z (Å)
1 Ir -1.103 -0.689 0.774  1.40
2 S -3.127 1.288 1.895  0.67
3 S -1.854 2.159 -0.521  0.65
4 S 1.277 0.389 1.220  0.61
5 S 1.592 0.200 -2.140  1.05
6 F -4.029 1.093 -1.561  0.13
7 F -2.723 2.073 -2.975  0.15
8 F -3.935 3.256 -1.620  0.18
9 F -5.464 1.305 0.662  0.16
10 F -5.194 2.809 2.192  0.18
11 F -5.497 0.735 2.748  0.18
12 O 1.636 1.537 0.448  -0.27
13 O 0.020 0.532 2.055  -0.40
14 O -1.076 3.283 -0.898  -0.21
15 O -2.999 -0.126 1.444  -0.41
16 O -1.192 0.845 -0.714  -0.44
17 O 3.012 -0.016 -1.901  -0.29
18 O 0.894 -0.820 0.336  -0.48
19 O -2.733 1.555 3.231  -0.21
20 N -2.517 2.315 0.878  -0.26
21 N -0.861 -3.379 1.938  -0.04
22 N -1.070 -2.076 2.195  -0.13
23 N -1.933 -2.005 -0.550  -0.11
24 N -1.652 -3.319 -0.439  -0.05
25 C -3.235 2.144 -1.747  -0.67
26 C -0.100 2.678 -4.772  -0.01
27 C 5.846 -1.288 4.723  -0.03
28 C 0.771 -1.267 -2.706  -0.14
29 C 0.181 1.525 -4.070  -0.05
30 C -2.993 -3.077 -2.188  -0.03
31 C -4.959 1.552 1.860  -0.68
32 C 3.389 -1.083 4.253  -0.01
33 C -1.205 -3.165 4.118  -0.03
34 C 2.589 -0.071 2.250  -0.28
35 C -2.743 -1.843 -1.600  -0.12
36 C 4.937 -0.233 2.624  -0.01
37 C -2.279 -3.979 -1.416  -0.05
38 C 1.971 2.711 -2.909  -0.03
39 C -0.941 -4.054 3.087  -0.05
40 C 1.663 3.848 -3.623  0.00
41 C 0.265 5.109 -5.290  -0.02
42 C 0.624 3.853 -4.557  -0.22
43 C 2.323 -0.702 3.461  -0.02
44 C 4.706 -0.858 3.847  -0.24
45 C 1.238 1.549 -3.160  -0.36
46 C -1.287 -1.923 3.505  -0.11
47 C 3.887 0.169 1.818  -0.03
48 B -0.519 -3.857 0.497  -0.38
49 H 3.199 -1.563 5.205  0.13
50 H 0.999 -2.018 -1.949  0.07
51 H -2.174 -5.048 -1.491  0.13
52 H -0.120 4.891 -6.285  0.09
53 H 5.954 -0.050 2.302  0.12
54 H -3.624 -3.283 -3.033  0.10
55 H 5.848 -2.373 4.840  0.09
56 H -0.809 -5.122 3.091  0.13
57 H -3.129 -0.874 -1.858  0.10
58 H -0.901 2.671 -5.501  0.13
59 H -0.300 -1.078 -2.725  0.05
60 H 1.170 -1.536 -3.684  0.09
61 H 6.805 -0.988 4.306  0.08
62 H -1.497 -0.948 3.916  0.12
63 H 1.304 -0.879 3.776  0.11
64 H 2.757 2.712 -2.166  0.13
65 H -0.515 5.643 -4.743  0.10
66 H -1.339 -3.390 5.161  0.11
67 H -0.397 0.629 -4.245  0.12
68 H 2.227 4.755 -3.448  0.13
69 H 4.066 0.666 0.874  0.12
70 H 0.527 -3.366 0.154  0.06
71 H -0.526 -5.054 0.464  0.08
72 H 5.752 -0.853 5.719  0.09
73 H 1.121 5.775 -5.381  0.09

Results
Energy relative to the best compared isomer or geometry (same formula, charge and spin) (kJ/mol): 93.2
HOMO level (spin up / spin down) (eV): -11.712 / -11.712
Gap between HOMO and LUMO (spin up / spin down) (eV): 9.106 / 5.749
2S+1: 2
Net charge: +1

(4)
A structure of composition C23H25CeCl5NO3SSe2Te in a non-equilibrium geometry. Source: OMol25; level of theory: wB97M-V/def2-TZVPD.

Each line ends with the Löwdin charge.
Element x y z (Å)
1 Ce -0.595 0.226 0.288  0.08
2 Te 1.945 0.226 -1.513  1.05
3 Se -2.295 -1.423 1.937  1.03
4 Se 1.096 -1.413 1.928  0.96
5 Cl 0.974 5.142 5.205  0.56
6 Cl -2.164 5.142 5.205  0.56
7 Cl -3.137 3.341 -1.339  0.67
8 Cl -3.754 3.234 3.296  0.60
9 Cl 2.564 3.233 3.296  0.61
10 S 4.569 1.586 -3.138  0.91
11 O 0.762 1.519 1.581  -0.31
12 O -0.595 -1.644 -1.038  -0.27
13 O -1.952 1.519 1.581  -0.27
14 N 0.678 -3.369 -1.734  0.19
15 C -1.875 1.021 -2.115  -0.48
16 C -1.987 3.203 3.266  -0.57
17 C 5.694 0.776 -4.090  -0.49
18 C 0.102 4.067 4.129  -0.72
19 C -0.953 0.344 -2.925  -0.20
20 C -1.229 -0.863 3.476  -0.49
21 C 0.797 3.203 3.266  -0.56
22 C -3.312 -2.722 2.973  -0.40
23 C 0.059 -1.669 3.559  -0.51
24 C -1.260 3.094 -3.234  -0.16
25 C 0.128 2.308 2.370  -0.40
26 C -1.594 -3.209 -2.562  0.01
27 C 5.369 -0.575 -4.106  -0.26
28 C -2.662 0.226 -1.178  -0.23
29 C 3.665 0.226 -2.742  -1.02
30 C -1.318 2.308 2.370  -0.41
31 C 2.495 -2.617 2.546  -0.38
32 C 4.232 -0.883 -3.350  -0.30
33 C -2.020 2.409 -2.278  -0.71
34 C -0.193 1.031 -3.876  -0.18
35 C -0.349 2.405 -4.032  -0.14
36 C -0.483 -2.660 -1.712  -0.54
37 C -1.292 4.067 4.129  -0.73
38 H 0.517 0.489 -4.497  0.09
39 H 0.646 -1.310 4.431  0.09
40 H 2.087 -3.639 2.686  0.02
41 H -2.926 -0.824 -1.425  0.04
42 H -1.380 4.167 -3.363  0.09
43 H 6.531 1.228 -4.605  0.04
44 H -3.938 -2.205 3.729  0.03
45 H -1.878 -2.461 -3.307  0.09
46 H 2.951 -2.227 3.480  0.03
47 H -2.450 -3.442 -1.924  0.09
48 H 3.286 -2.663 1.770  0.02
49 H -1.004 0.220 3.372  0.06
50 H 3.836 -1.885 -3.251  0.07
51 H -3.497 0.663 -0.595  0.04
52 H -0.194 -2.743 3.678  0.07
53 H -0.595 2.000 -0.970  0.04
54 H -1.818 -0.975 4.410  0.09
55 H -0.817 -0.732 -2.824  0.06
56 H -1.289 -4.121 -3.083  0.07
57 H 5.940 -1.316 -4.649  0.08
58 H 1.447 -3.026 -1.172  0.08
59 H 0.237 2.940 -4.776  0.08
60 H 0.809 -4.211 -2.277  0.10
61 H -2.629 -3.459 3.444  0.02
62 H -3.982 -3.273 2.282  0.02

Results
HOMO level (spin up / spin down) (eV): 0.361 / 0.361
Gap between HOMO and LUMO (spin up / spin down) (eV): 3.110 / 3.108
2S+1: 2
Net charge: -2

(5)
The molecule C23H25ClN2O5. Source: OMol25; level of theory: wB97M-V/def2-TZVPD.

Each line ends with the Löwdin charge.
Element x y z (Å)
1 Cl 3.766 5.542 -0.835  0.68
2 O -2.658 -2.229 -1.077  0.08
3 O 0.433 -0.545 -4.391  -0.12
4 O 0.285 -2.474 5.792  -0.06
5 O 0.759 0.017 6.287  -0.06
6 O -1.231 1.220 -1.803  0.09
7 N -0.108 0.112 -0.159  0.13
8 N -0.874 -1.554 -2.285  0.08
9 C -1.611 -1.617 -1.158  -0.45
10 C -0.311 -1.724 -4.632  -0.32
11 C 2.987 2.983 -0.511  -0.10
12 C 2.608 4.263 -0.887  -0.67
13 C 0.016 -1.615 4.772  -0.19
14 C -0.478 -1.977 3.536  0.04
15 C 0.015 -3.841 5.603  -0.08
16 C -0.983 -0.966 0.038  -0.13
17 C -0.900 -1.530 -6.033  -0.12
18 C -0.298 1.150 -1.028  -0.42
19 C -1.414 -1.910 -3.575  -0.11
20 C 0.273 -0.250 5.047  -0.20
21 C 0.751 2.208 -0.952  -0.13
22 C 0.396 3.494 -1.349  0.00
23 C -1.181 -0.021 -6.067  -0.14
24 C -0.287 0.547 -4.947  -0.18
25 C -0.717 -1.025 2.534  -0.21
26 C 2.058 1.959 -0.542  -0.02
27 C 1.314 4.525 -1.312  -0.09
28 C -0.481 0.314 2.827  -0.04
29 C 1.003 1.357 6.637  -0.08
30 C 0.004 0.693 4.069  -0.01
31 C -1.223 -1.487 1.253  0.04
32 H 0.087 1.956 6.601  0.10
33 H 0.618 -4.263 4.793  0.10
34 H -2.229 0.187 -5.859  0.11
35 H -1.045 -4.017 5.397  0.10
36 H -2.273 -1.267 -3.802  0.14
37 H -0.615 3.669 -1.685  0.12
38 H -0.680 -3.012 3.310  0.11
39 H 0.454 1.259 -5.315  0.12
40 H 2.374 0.961 -0.273  0.12
41 H -0.074 -0.939 -2.345  0.12
42 H -0.157 -1.798 -6.784  0.11
43 H 4.002 2.792 -0.201  0.11
44 H 1.760 1.813 5.990  0.10
45 H -1.837 -2.377 1.270  0.13
46 H 0.401 -2.552 -4.571  0.15
47 H 1.374 1.329 7.660  0.09
48 H -1.793 -2.131 -6.187  0.12
49 H 0.164 1.742 4.265  0.11
50 H 0.554 0.250 0.594  0.12
51 H -1.760 -2.946 -3.554  0.13
52 H -0.885 1.031 -4.166  0.10
53 H 0.284 -4.324 6.541  0.10
54 H -0.933 0.410 -7.034  0.10
55 H -0.736 1.085 2.116  0.11
56 H 1.034 5.523 -1.612  0.11

Results
Energy relative to the best compared isomer or geometry (same formula, charge and spin) (kJ/mol): 0.0
HOMO level (eV): -7.924
Gap between HOMO and LUMO (eV): 8.046
Net charge: 0
SMILES: COc1ccc(/C=C(\NC(=O)c2ccc(Cl)cc2)C(=O)NC[C@H]2CCCO2)cc1OC

(6)
A structure of composition C23H25FN2O5PPtS2Se. Source: OMol25; level of theory: wB97M-V/def2-TZVPD.

Each line ends with the Löwdin charge.
Element x y z (Å)
1 Pt 1.340 0.694 0.239  0.24
2 Se 3.088 1.915 1.551  0.58
3 S -0.625 0.083 -1.137  0.33
4 S -0.080 -0.685 2.038  0.28
5 P -1.278 0.200 0.733  -0.16
6 F -1.203 -5.287 -1.071  0.02
7 O 4.589 0.496 -2.480  -0.02
8 O -2.777 -0.446 0.846  -0.35
9 O 2.509 1.110 -1.840  -0.16
10 O -1.703 1.669 1.221  -0.34
11 O 1.716 -1.798 -3.122  0.04
12 N 3.139 -2.360 0.678  0.01
13 N 1.723 3.181 5.904  0.01
14 C 0.866 2.638 5.032  -0.18
15 C -2.893 -1.850 0.634  -0.35
16 C 3.611 -1.365 -0.141  -0.04
17 C 4.872 -1.803 2.380  -0.06
18 C 0.450 -3.650 -1.498  0.05
19 C 2.111 -1.891 -1.965  -0.38
20 C 2.971 3.329 5.452  -0.21
21 C 1.851 -4.172 2.535  -0.15
22 C 3.484 0.305 -1.964  -0.68
23 C 3.291 -3.720 2.692  -0.16
24 C 1.395 -4.010 1.110  -0.16
25 C 2.034 -3.088 0.254  -0.11
26 C 3.398 2.962 4.191  -0.16
27 C 3.126 -1.055 -1.360  -0.09
28 C -4.365 -2.189 0.544  -0.09
29 C 3.468 -2.323 2.115  -0.33
30 C 1.546 -2.909 -1.047  -0.07
31 C -0.134 -4.547 -0.654  -0.27
32 C -1.514 2.854 0.438  -0.32
33 C 0.322 -4.737 0.642  0.02
34 C -0.644 3.831 1.196  -0.08
35 C 1.186 2.238 3.746  -0.15
36 C 2.496 2.389 3.282  -0.68
37 H -2.371 -2.128 -0.287  0.09
38 H 3.575 -3.704 3.746  0.11
39 H -0.551 4.758 0.623  0.07
40 H 1.723 -5.211 2.849  0.11
41 H 2.754 -1.642 2.598  0.13
42 H 3.679 3.773 6.149  0.08
43 H -0.154 2.512 5.386  0.09
44 H 1.214 -3.560 3.184  0.11
45 H 3.969 -4.406 2.171  0.13
46 H 4.943 -0.732 2.194  0.05
47 H -1.071 4.061 2.174  0.07
48 H 0.089 -3.469 -2.502  0.13
49 H 4.392 -0.752 0.280  0.11
50 H -2.511 3.265 0.250  0.11
51 H -4.496 -3.264 0.401  0.07
52 H -0.185 -5.445 1.287  0.12
53 H 5.610 -2.334 1.773  0.09
54 H 4.430 3.120 3.901  0.08
55 H -4.826 -1.666 -0.294  0.07
56 H -1.057 2.591 -0.516  0.05
57 H 0.431 1.799 3.109  0.03
58 H -4.881 -1.893 1.459  0.07
59 H 5.105 -1.969 3.434  0.08
60 H -2.413 -2.380 1.462  0.09
61 H 0.354 3.409 1.331  0.03

Results
Energy relative to the best compared isomer or geometry (same formula, charge and spin) (kJ/mol): 0.0
HOMO level (spin up / spin down) (eV): -0.571 / -1.374
Gap between HOMO and LUMO (spin up / spin down) (eV): 5.015 / 5.805
2S+1: 2
Net charge: -2